A structure of composition C22H26FMoN5SSi in a non-equilibrium geometry. Source: OMol25; level of theory: ωB97M-V/def2-TZVPD.

```
57
Properties=species:S:1:pos:R:3
Mo 0.69 -0.04 0.42
S 1.51 -2.00 1.45
Si -2.21 -1.84 -0.23
F -0.13 1.01 2.31
N 2.57 -3.99 0.07
N 0.52 1.47 -1.15
N 1.92 -2.28 -1.26
N 1.34 -1.04 -1.25
N -1.19 -0.36 0.30
C -1.95 0.71 0.88
C -1.42 1.40 1.95
C -3.29 2.79 2.20
C -3.20 1.14 0.44
C -3.04 -1.46 -1.84
C 2.89 1.02 2.53
C -0.09 3.54 -2.14
C 1.24 -0.43 -2.38
C 2.03 -2.78 -0.04
C 4.24 -0.08 0.35
C 0.60 1.71 -3.52
C -3.86 2.16 1.10
C 4.56 -0.47 1.64
C 2.57 1.43 1.23
C 0.09 2.73 -1.03
C -2.03 2.41 2.65
C 3.26 0.89 0.14
C 3.89 0.08 2.73
C -3.33 -2.10 1.21
C -1.16 -3.32 -0.51
C 0.17 3.03 -3.39
C 0.76 0.96 -2.38
H 2.86 -4.48 -0.76
H -3.44 -2.41 -2.21
H 2.66 -4.44 0.96
H -0.66 -3.68 0.39
H -3.86 -0.75 -1.83
H 2.38 1.46 3.38
H 3.14 1.32 -0.85
H -4.84 2.47 0.75
H -1.87 -4.10 -0.82
H -0.43 4.56 -2.01
H 4.79 -0.48 -0.49
H 5.35 -1.19 1.80
H 0.82 1.27 -4.48
H -1.55 2.87 3.50
H 2.00 2.35 1.11
H -0.11 3.09 -0.03
H -3.66 0.66 -0.41
H -2.74 -2.15 2.12
H -3.84 -3.06 1.09
H -2.30 -1.13 -2.58
H -0.44 -3.22 -1.32
H -3.82 3.58 2.72
H 0.04 3.64 -4.28
H 4.15 -0.22 3.74
H 1.55 -0.94 -3.29
H -4.09 -1.33 1.33
```

2S+1 ... 3
Energy relative to the best compared isomer or geometry (same formula, charge and spin) ... 0.000 eV
F_max ... 0.0243 Eh/bohr
E_HOMO (spin up / spin down) ... -14.18 / -14.73 eV
E ... -1983.00324 hartree
HOMO-LUMO gap (spin up / spin down) ... 6.39 / 7.03 eV
<S²> ... 2.0857
Total charge ... +2

Mulliken atomic charge list, values in e, 8 entries: -0.087 -0.253 -0.273 -0.214 -0.386 0.825 -1.754 1.526

A structure of composition C22H26FN10OsS2Sb. Source: OMol25; level of theory: ωB97M-V/def2-TZVPD.

```
63
Properties=species:S:1:pos:R:3
Os -0.23 0.67 0.61
Sb -0.14 -2.38 0.75
S 3.21 0.66 3.26
S 0.13 0.74 3.03
F -4.30 4.33 -2.93
N -2.18 0.52 0.48
N -0.28 0.68 -1.42
N -0.93 0.70 -3.51
N -2.96 0.31 1.58
N -4.17 0.19 1.19
N 0.41 0.72 -3.44
N -4.27 0.29 -0.15
N 1.82 0.70 1.08
N 0.81 0.71 -2.22
N -2.65 0.64 -1.87
C 4.99 0.63 -0.85
C -2.00 4.35 -2.47
C 3.15 0.67 0.66
C 1.71 0.70 2.40
C -1.34 0.68 -2.26
C -3.04 0.49 -0.57
C -3.31 4.17 -2.04
C 1.78 -3.28 0.28
C -1.25 3.83 -0.20
C 3.62 0.66 -0.65
C -1.64 -3.99 -1.47
C -0.27 -2.88 2.85
C -1.62 -2.48 3.44
C -2.61 3.66 0.17
C 4.06 0.64 1.73
C 5.43 0.62 1.52
C -0.22 3.67 0.72
C 5.89 0.61 0.22
C -3.63 3.81 -0.73
C -0.98 4.18 -1.56
C -1.51 -3.92 0.05
C 2.24 -2.94 -1.14
H -2.43 -3.05 2.99
H -1.80 4.61 -3.50
H -3.35 0.59 -2.58
H -0.45 3.54 1.77
H 3.25 -3.33 -1.31
H -2.48 -3.68 0.50
H -4.66 3.66 -0.47
H 1.68 -4.35 0.42
H -1.63 -2.66 4.52
H 0.05 4.33 -1.87
H 2.92 0.68 -1.47
H -0.70 -4.30 -1.93
H -1.83 -1.42 3.29
H 2.49 -2.90 1.02
H 6.95 0.59 0.02
H 2.26 -1.86 -1.31
H -2.84 3.39 1.20
H 6.11 0.61 2.36
H -1.93 -3.03 -1.90
H -0.11 -3.96 2.94
H 5.37 0.62 -1.86
H -1.16 -4.86 0.46
H 0.55 -2.38 3.36
H -2.40 -4.72 -1.75
H 0.81 3.88 0.45
H 1.58 -3.38 -1.88
```

2S+1 ... 5
Energy relative to the best compared isomer or geometry (same formula, charge and spin) ... 0.000 eV
F_max ... 0.0163 Eh/bohr
E_HOMO (spin up / spin down) ... -7.06 / -8.74 eV
E ... -2628.55713 hartree
HOMO-LUMO gap (spin up / spin down) ... 7.01 / 6.82 eV
<S²> ... 6.0562

Mulliken atomic charge list, values in e, 8 entries: -0.479 0.260 -0.232 -0.380 -0.350 1.432 1.128 -0.456

A structure of composition C22H26Ge2N4SY in a non-equilibrium geometry. Source: OMol25; level of theory: ωB97M-V/def2-TZVPD.

```
56
Properties=species:S:1:pos:R:3
Y -0.68 1.92 1.07
Ge 1.07 0.06 -0.55
Ge -0.04 -2.04 0.09
S -0.50 4.39 2.33
N -2.82 1.64 0.81
N -0.06 4.16 4.93
N -0.95 1.35 3.21
N -0.74 2.22 4.17
C -0.22 0.09 -3.31
C -3.13 1.34 2.20
C -5.45 1.92 1.83
C 5.70 -0.78 -0.35
C -5.07 2.12 0.49
C 1.89 -0.96 -3.29
C 3.05 -0.17 -0.42
C 3.55 -0.75 0.75
C -0.55 3.51 3.88
C 3.80 0.17 -1.52
C 0.93 -0.15 -5.39
C -0.23 0.09 -4.70
C 0.92 -0.31 -2.51
C -2.25 0.92 3.13
C 1.96 -0.72 -4.70
C 0.85 -3.68 -0.48
C -3.84 1.74 -0.04
C -4.47 1.40 2.67
C -1.70 -2.32 -1.09
C -0.74 -2.22 1.91
C 5.14 -0.26 -1.50
C 4.89 -1.08 0.74
H -0.58 -1.26 2.40
H -4.70 1.04 3.65
H 3.35 0.69 -2.34
H -2.54 -1.63 -0.78
H 6.74 -1.11 -0.31
H -5.70 2.77 -0.13
H -3.62 1.82 -1.10
H -2.62 0.20 3.91
H 0.22 5.14 5.01
H -1.33 -2.02 -2.09
H 2.72 -1.54 -2.88
H -0.30 -3.08 2.48
H -1.08 0.48 -2.81
H -1.14 0.44 -5.17
H 2.93 -0.93 -5.17
H 5.30 -1.54 1.62
H -6.46 2.14 2.11
H -2.07 -3.37 -1.15
H -0.27 3.61 5.80
H 1.01 -3.62 -1.59
H 2.96 -1.04 1.61
H 0.26 -4.56 -0.23
H 1.85 -3.68 -0.10
H 5.67 -0.24 -2.43
H -1.85 -2.35 1.78
H 0.94 0.01 -6.47
```

2S+1 ... 2
F_max ... 0.1134 Eh/bohr
E_HOMO (spin up / spin down) ... -13.62 / -13.89 eV
E ... -5662.54750 hartree
HOMO-LUMO gap (spin up / spin down) ... 4.88 / 5.04 eV
<S²> ... 0.7603
Total charge ... +2

Mulliken atomic charge list, values in e, 8 entries: 0.654 0.103 0.222 -0.418 -0.193 -0.351 0.445 -1.169

A structure of composition C22H26MoN6OS in a non-equilibrium geometry. Source: OMol25; level of theory: ωB97M-V/def2-TZVPD.

```
57
Properties=species:S:1:pos:R:3
Mo 0.17 0.11 -0.30
S 0.53 -0.13 2.06
O 0.21 0.31 -2.75
N 2.17 0.07 -0.45
N -0.86 -1.76 -0.27
N 6.31 -0.10 -0.29
N -1.54 -2.02 2.05
N -0.75 -1.39 4.02
N -1.18 1.71 -0.36
C -2.25 -2.67 3.05
C 4.20 -1.20 -0.57
C -3.27 2.43 0.58
C -2.28 1.49 0.39
C 0.01 -0.75 5.06
C -1.57 -3.43 -1.87
C -2.02 3.90 -0.84
C 2.92 1.17 -0.14
C -2.46 -3.96 -0.94
C 5.00 -0.05 -0.32
C -0.62 -1.22 2.70
C 0.09 3.06 -1.94
C -3.12 3.67 -0.03
C -0.77 1.16 -3.39
C -0.35 2.63 -3.36
C 4.28 1.17 -0.09
C -2.48 -3.43 0.33
C -1.06 2.90 -0.99
C -0.83 -2.33 -1.50
C 2.84 -1.10 -0.65
C -1.63 -2.37 0.68
C -1.76 -2.28 4.24
H 0.94 2.43 -1.63
H 0.47 2.80 -4.05
H -0.20 0.32 5.09
H 6.82 -0.97 -0.41
H -3.12 -4.78 -1.20
H -3.15 -3.87 1.04
H -1.46 -3.85 -2.86
H 4.67 -2.16 -0.72
H -4.14 2.20 1.18
H -2.37 0.49 0.85
H -1.89 4.83 -1.36
H 1.00 0.34 -3.31
H 1.08 -0.90 4.92
H 0.42 4.09 -1.98
H -0.16 -1.86 -2.22
H 6.87 0.73 -0.11
H 4.81 2.08 0.14
H -3.06 -3.36 2.89
H -3.86 4.45 0.12
H -0.27 -1.18 6.03
H -2.06 -2.58 5.23
H 2.36 2.08 0.10
H 2.22 -1.97 -0.87
H -1.19 3.23 -3.70
H -0.91 0.83 -4.43
H -1.71 0.99 -2.85
```

2S+1 ... 3
F_max ... 0.0294 Eh/bohr
E_HOMO (spin up / spin down) ... -20.35 / -20.36 eV
E ... -1722.65476 hartree
HOMO-LUMO gap (spin up / spin down) ... 6.24 / 6.32 eV
<S²> ... 2.0223
Total charge ... +4

Mulliken atomic charge list, values in e, 8 entries: 0.608 -0.026 -0.251 0.230 0.331 -0.351 0.476 0.159